1.
Below is a cluster of 2 separate species, C8H14ClIN2O2 in total, with properties calculated with ωB97M-V/def2-TZVPD.

Last column: natural (NBO) charge in e.
Geometry (Å):
C (-0.59470, 1.16899, -0.22331)  0.692
C (-1.42072, -0.92176, 1.12414)  0.823
C (2.86800, -0.74350, 1.62546)  -0.642
C (-0.37552, 1.81715, -1.55515)  -0.505
C (1.42719, -1.24182, 1.48174)  -0.449
C (-1.20104, 1.13163, -2.69454)  -0.416
C (-0.81178, -0.34296, -2.80274)  -0.377
C (0.44442, 0.01696, 1.54268)  -0.071
N (-2.06211, -0.87267, 2.32025)  -0.827
N (0.51900, 0.78858, 0.39567)  -0.692
O (-1.64082, 1.06489, 0.34478)  -0.596
O (-1.45128, -1.71243, 0.20100)  -0.627
Cl (0.93867, -0.41746, -3.17378)  -0.097
I (0.45235, 1.06689, 3.37647)  0.099
H (3.09738, -0.48725, 0.59292)  0.206
H (3.52216, -1.53739, 1.89541)  0.218
H (3.00869, -0.03408, 2.45197)  0.223
H (0.72356, 1.92475, -1.74913)  0.217
H (-0.52820, 2.87688, -1.49500)  0.248
H (1.16514, -1.70513, 0.49381)  0.236
H (1.15042, -1.97438, 2.33589)  0.218
H (-2.24968, 1.10611, -2.37784)  0.231
H (-1.23443, 1.43530, -3.82244)  0.231
H (-1.44096, -0.72142, -3.57774)  0.213
H (-0.97234, -0.92065, -1.86800)  0.247
H (-1.79852, -0.35188, 3.04677)  0.401
H (-2.91465, -1.34168, 2.37508)  0.389
H (1.37978, 0.92834, -0.26438)  0.408

The relative energy (zero: lowest compared OMol25 entry of this formula, charge and spin) is 0.000 eV. For the maximum force, the calculation gives 5.52 eV Å⁻¹. The charge is 0. The molar mass is 332.6 g/mol. The HOMO-LUMO gap comes out at 0.3227 hartree. The HOMO energy comes out at -8.333 eV. Its energy is -36219.5018 eV.


2.
Below is a cluster of 6 separate species, C26H34N8 in total, with properties calculated with ωB97M-V/def2-TZVPD.

Last column: natural (NBO) charge in e.
Geometry (Å):
C (-2.38393, -0.54109, 0.57187)  -0.668
C (-3.23912, -1.71802, 1.36923)  -0.249
N (-4.27908, -1.19021, 2.32676)  -0.634
C (-5.35238, -0.36400, 1.66144)  -0.118
C (-5.74032, -0.80879, 0.13251)  0.216
N (-5.76774, -0.96223, -1.17460)  -0.285
C (-4.98420, 1.23951, 1.83434)  -0.499
C (-4.96454, 2.08513, 0.43081)  0.280
N (-4.86326, 2.60205, -0.77243)  -0.343
H (-3.03561, -0.06794, -0.30939)  0.232
H (-1.49520, -1.10488, 0.01226)  0.249
H (-2.00773, 0.32116, 1.26953)  0.210
H (-2.42673, -2.27681, 2.04338)  0.214
H (-3.64097, -2.56862, 0.63502)  0.206
H (-4.72585, -1.98840, 2.83245)  0.383
H (-6.34259, -0.52563, 2.30881)  0.255
H (-3.90128, 1.29679, 2.32300)  0.287
H (-5.71983, 1.75218, 2.61478)  0.275
N (-2.07270, 3.59436, -0.54013)  -0.514
C (-2.04087, 4.95886, -0.41496)  -0.080
C (-0.74690, 5.37622, -0.63323)  -0.303
C (0.02775, 4.22337, -0.90544)  -0.314
C (-0.81673, 3.13753, -0.84434)  -0.087
H (-2.89451, 3.01522, -0.42672)  0.429
H (-2.93896, 5.51438, -0.18036)  0.217
H (-0.39877, 6.40048, -0.60116)  0.219
H (1.08740, 4.18902, -1.12328)  0.218
H (-0.63164, 2.08160, -0.98961)  0.204
N (0.92733, -0.70135, 2.32010)  -0.506
C (1.56563, -0.58008, 1.11328)  -0.076
C (2.21875, -1.76481, 0.85628)  -0.301
C (1.96037, -2.63322, 1.94364)  -0.316
C (1.15811, -1.95195, 2.83143)  -0.075
H (0.37211, 0.01888, 2.76354)  0.417
H (1.50193, 0.33693, 0.54299)  0.220
H (2.81570, -1.98073, -0.02027)  0.223
H (2.32021, -3.64670, 2.06560)  0.204
H (0.73392, -2.24878, 3.78134)  0.213
N (4.76196, -5.28189, 1.49340)  -0.508
C (6.04210, -5.33175, 1.00629)  -0.098
C (6.54940, -6.58445, 1.27012)  -0.293
C (5.53747, -7.31783, 1.93449)  -0.309
C (4.44374, -6.49031, 2.05656)  -0.073
H (4.14784, -4.47934, 1.44418)  0.416
H (6.48185, -4.47337, 0.51637)  0.208
H (7.54074, -6.93286, 1.01090)  0.224
H (5.59965, -8.33980, 2.28546)  0.224
H (3.46932, -6.65706, 2.49596)  0.211
N (6.80592, -4.36450, -2.58782)  -0.511
C (6.89243, -2.99664, -2.58224)  -0.086
C (7.49786, -2.60367, -3.75494)  -0.295
C (7.78111, -3.77546, -4.49650)  -0.311
C (7.34064, -4.84787, -3.75364)  -0.076
H (6.40880, -4.92886, -1.84794)  0.418
H (6.51822, -2.42166, -1.74584)  0.206
H (7.71126, -1.58319, -4.04551)  0.220
H (8.25476, -3.83099, -5.46813)  0.222
H (7.36308, -5.91081, -3.95371)  0.211
N (-6.40439, 8.51622, -1.33510)  -0.508
C (-5.08990, 8.60774, -1.71233)  -0.080
C (-4.50256, 7.37875, -1.51031)  -0.302
C (-5.49943, 6.51398, -0.99877)  -0.315
C (-6.66453, 7.24157, -0.90350)  -0.079
H (-7.07738, 9.27085, -1.37055)  0.411
H (-4.68568, 9.53747, -2.08971)  0.209
H (-3.46819, 7.13142, -1.71092)  0.227
H (-5.38039, 5.47243, -0.72955)  0.227
H (-7.65348, 6.96248, -0.56518)  0.208

The relative energy (zero: lowest compared OMol25 entry of this formula, charge and spin) is 3.208 eV. For the maximum force, the calculation gives 12.51 eV Å⁻¹. The charge is 0. The molar mass is 458.6 g/mol. The HOMO-LUMO gap comes out at 0.2978 hartree. The HOMO energy comes out at -8.013 eV. Its SMILES is CCN[C@H](C#N)CC#N.c1cc[nH]c1.c1cc[nH]c1.c1cc[nH]c1.c1cc[nH]c1.c1cc[nH]c1. Its energy is -39426.8753 eV.